Record 1
The following is a quantum chemistry calculation of a single C4H7N3S molecule, from the Open Molecules 2025 dataset.

Calculated values
E_LUMO, eV: 0.68
Multiplicity: 1
SMILES string: C=C1N/C(=N\N)CS1
Gap between HOMO and LUMO, eV: 8.90
Energy above the lowest of the compared OMol25 structures with the same formula, charge and spin, kJ/mol: 390.7

The geometry in XYZ format:
```
15
Properties=species:S:1:pos:R:3:forces:R:3
C -2.1924 -0.1044 -1.7011 3.04 -0.28 0.06
C -0.8353 0.0298 -1.4662 -0.45 1.23 0.89
N -0.3242 -0.2293 -0.1669 -4.22 -3.13 3.34
C 0.8316 0.1140 0.4377 1.93 -0.15 1.51
N 1.3102 -0.0488 1.6997 -2.93 -0.33 -3.62
N 0.3322 -0.8309 2.5390 0.84 2.77 1.93
C 1.6494 0.6853 -0.6589 0.78 2.48 -1.81
S 0.5558 0.8368 -2.2985 0.03 -0.61 1.81
H -2.7301 -0.5851 -0.8831 -0.23 0.23 -0.46
H -2.6216 0.0626 -2.6837 0.02 -0.01 0.34
H -1.0126 -0.7848 0.4731 1.69 1.32 -1.59
H 0.9760 -0.8211 3.4914 -2.93 0.05 -2.78
H -0.5898 -0.1579 2.6610 3.05 -1.92 0.26
H 2.1307 1.6743 -0.4782 -1.03 -0.32 0.17
H 2.5201 0.1596 -0.9653 0.40 -1.33 -0.05
```
Positions in Å, forces in eV/Å.



Record 2
The following is a quantum chemistry calculation of 2 unconnected molecules or ions with the total composition C4H12O, from the Open Molecules 2025 dataset.

Calculated values
E_LUMO, eV: 0.93
Multiplicity: 1
SMILES string: CCO.CC
Gap between HOMO and LUMO, eV: 11.32
Energy above the lowest of the compared OMol25 structures with the same formula, charge and spin, kJ/mol: 131.9

The geometry in XYZ format:
```
17
Properties=species:S:1:pos:R:3:forces:R:3
C 1.9743 0.8636 1.5630 1.51 1.30 1.15
C 1.3306 1.2114 0.2137 -0.45 -1.70 3.61
O -0.0793 1.3642 0.3581 -0.44 -0.49 -0.56
H 1.3405 0.2155 2.1086 -0.60 -1.04 0.43
H 2.1605 1.7144 2.2600 -0.49 -0.06 -0.63
H 2.9993 0.4309 1.5162 -0.75 -0.05 -0.46
H 1.7263 2.1163 -0.0423 1.33 2.07 -1.79
H 1.6409 0.3066 -0.2955 -0.88 0.39 -1.40
H -0.3825 1.9652 1.0603 0.91 -0.25 -0.31
C -1.1758 -1.7610 -1.4486 0.53 -2.56 -0.20
C -2.0728 -0.8091 -0.7283 0.95 1.08 1.09
H -1.7481 -2.3253 -2.2214 0.43 0.46 0.29
H -0.3286 -1.2734 -1.9472 -0.36 0.16 0.08
H -0.6972 -2.5711 -0.8348 -0.53 0.70 -0.17
H -2.1087 0.0122 -1.4186 -1.30 0.61 -0.26
H -2.9925 -1.1459 -0.2557 -0.33 -0.33 -0.91
H -1.5869 -0.3144 0.1125 0.47 -0.29 0.03
```
Positions in Å, forces in eV/Å.



Record 3
The following is a quantum chemistry calculation of a single C4H6O4 molecule, from the Open Molecules 2025 dataset.

Calculated values
E_LUMO, eV: 0.56
Multiplicity: 1
SMILES string: O=C(O)CCC(=O)O
Gap between HOMO and LUMO, eV: 11.24
Energy above the lowest of the compared OMol25 structures with the same formula, charge and spin, kJ/mol: 37.4

The geometry in XYZ format:
```
14
Properties=species:S:1:pos:R:3:forces:R:3
O -1.1705 -0.0458 -2.0794 0.08 -0.41 0.03
C -0.6333 0.8597 -1.5111 -0.33 0.99 0.16
O -0.7754 2.1502 -1.9241 0.09 -0.23 -0.19
C 0.1854 0.8069 -0.2490 0.46 1.74 0.40
C -0.4100 -0.1017 0.8201 0.08 -0.12 -0.73
C 0.5358 -1.0273 1.5327 -0.16 0.10 0.14
O 0.2176 -1.8800 2.3122 -0.27 -0.07 0.09
O 1.8150 -0.8810 1.1332 0.14 -0.22 -0.48
H -1.3216 2.1433 -2.7282 0.13 -0.10 0.12
H 0.2945 1.8300 0.1305 -0.77 0.06 0.04
H 1.2423 0.7483 -0.5133 -0.04 -1.30 -0.10
H -1.0749 -0.7605 0.2886 -0.21 -0.76 -0.28
H -1.1307 0.4103 1.4574 0.53 0.16 0.42
H 2.2239 -1.7473 1.2722 0.27 0.16 0.39
```
Positions in Å, forces in eV/Å.



Record 4
The following is a quantum chemistry calculation of 2 unconnected molecules or ions with the total composition C5H12N2O, from the Open Molecules 2025 dataset.

Calculated values
E_LUMO (alpha / beta), eV: 0.36 / 0.36
Multiplicity: 1
Gap between HOMO and LUMO (alpha / beta), eV: 6.79 / 6.80
Energy above the lowest of the compared OMol25 structures with the same formula, charge and spin, kJ/mol: 652.0

The geometry in XYZ format:
```
20
Properties=species:S:1:pos:R:3:forces:R:3
C -0.5183 -1.4741 1.0113 -0.10 0.94 -1.07
C 1.0504 1.7897 0.3749 0.03 -0.48 0.37
C -1.2687 -0.4865 -1.2389 0.46 0.10 -0.07
N 0.8694 -1.1142 0.8650 0.95 0.16 -0.51
C -0.9767 -0.2713 0.2186 -0.66 -0.63 0.37
N 1.6167 1.1852 -0.6546 -0.52 -0.48 -0.31
C -1.1693 0.9821 0.7712 0.51 0.21 -0.06
O 1.4122 -1.6345 -0.4516 -0.53 -0.14 0.50
H 2.1478 -2.1872 -0.1653 -0.10 0.00 0.07
H 1.5394 1.6132 -1.5685 0.05 -0.06 0.15
H 1.6731 0.1389 -0.6300 0.11 0.66 0.15
H -0.8024 -2.4322 0.5590 -0.06 0.03 0.28
H -0.7689 -1.3729 2.0698 -0.06 -0.29 -0.05
H 1.1914 1.2727 1.3164 -0.16 0.17 -0.11
H 0.9494 2.8697 0.3339 -0.25 -0.13 0.01
H -0.3985 -0.9062 -1.7498 0.03 -0.11 0.03
H -1.5407 0.4346 -1.7588 -0.03 0.03 0.16
H -2.0849 -1.2054 -1.3613 0.07 0.01 0.09
H -1.1973 1.0722 1.8533 0.04 0.09 -0.03
H -1.7242 1.7263 0.2055 0.20 -0.08 0.00
```
Positions in Å, forces in eV/Å.



Record 5
The following is a quantum chemistry calculation of 2 unconnected molecules or ions with the total composition CH2O2, from the Open Molecules 2025 dataset.

Calculated values
E_LUMO (alpha / beta), eV: -7.41 / -14.44
Multiplicity: 2
Gap between HOMO and LUMO (alpha / beta), eV: 8.38 / 1.35
Charge: +1
Energy above the lowest of the compared OMol25 structures with the same formula, charge and spin, kJ/mol: 237.5

The geometry in XYZ format:
```
5
Properties=species:S:1:pos:R:3:forces:R:3
O -0.6910 -0.0352 -0.3823 -0.67 0.30 0.32
C 0.3066 0.4028 -0.8035 -0.03 -0.97 -0.05
O 1.3558 0.5710 -1.2656 0.70 0.67 -0.27
H -3.3576 -3.4384 9.2591 0.07 -0.04 0.07
H -3.8435 -3.1719 8.7711 -0.07 0.04 -0.07
```
Positions in Å, forces in eV/Å.



Record 6
The following is a quantum chemistry calculation of a molecular structure, C21H15N4O7Ti, from the Open Molecules 2025 dataset.

Calculated values
E_LUMO (alpha / beta), eV: 4.60 / 4.58
Multiplicity: 2
Gap between HOMO and LUMO (alpha / beta), eV: 4.21 / 4.45
Charge: -2

The geometry in XYZ format:
```
48
Properties=species:S:1:pos:R:3:forces:R:3
Ti -0.2720 -0.0081 -1.2028 -3.29 1.60 0.73
O 4.2912 -3.5872 0.2503 1.00 -1.29 -0.84
C 3.3255 -2.7229 -0.2356 0.38 0.74 -0.38
C 2.9147 -2.6249 -1.5816 -0.39 -0.11 0.14
C 1.8168 -1.8140 -1.8816 0.72 0.40 0.04
N 1.3612 -1.0217 -0.8440 -0.54 0.15 -0.23
C 1.9213 -0.8970 0.4489 0.04 -1.34 -1.49
C 2.9227 -1.7672 0.7367 -0.31 0.10 1.67
C 1.1012 0.0230 1.3358 -0.13 -0.55 1.10
O 1.1296 -0.0011 2.5989 0.26 0.44 -3.13
O 0.2979 0.6834 0.5455 0.42 0.39 2.10
C 0.9962 -1.6150 -3.2119 -1.12 0.17 2.86
O 1.2997 -2.0724 -4.2925 0.10 0.11 -0.08
O -0.1748 -0.9610 -2.9006 2.72 -1.50 -1.49
H 4.6157 -4.2417 -0.4182 -0.78 1.12 0.63
H 3.4219 -3.1688 -2.3738 -0.15 -0.26 0.10
H 3.2920 -1.7754 1.7987 -0.15 -0.21 -1.31
O -0.9999 -2.6586 1.7854 -0.57 0.95 -0.57
C -1.4643 -1.7426 2.6829 -1.37 1.08 -2.82
C -1.1925 -1.9542 3.9817 1.16 -1.83 0.76
C -1.8386 -1.2984 4.9762 -0.96 1.02 0.00
C -2.7124 -0.2577 4.6299 -0.30 0.03 1.28
C -2.8825 0.1250 3.3164 0.07 0.26 -0.90
C -2.2749 -0.6165 2.2856 0.22 -0.70 0.69
C -2.3042 -0.2042 0.8631 0.04 1.38 -0.26
O -1.7763 -1.0266 -0.0309 0.54 0.00 1.11
N -2.6141 1.0620 0.6189 0.48 -1.59 -0.46
N -2.2455 1.4064 -0.6974 -0.07 -1.92 -0.05
C -1.7446 2.6405 -0.9398 2.93 2.68 0.31
C -0.4621 2.8565 -1.5004 -1.38 0.01 0.25
C 0.1625 4.1391 -1.6182 0.51 1.19 -1.57
C 1.2101 4.3138 -2.5298 -1.07 -1.35 1.96
C 1.8266 3.1916 -3.1787 0.16 -0.33 -1.96
C 1.2161 1.9624 -3.0247 -0.25 1.44 2.00
N 0.2404 1.8133 -2.0634 0.25 -1.48 -1.20
H -1.3360 -2.2940 0.8918 0.69 -0.18 0.66
H -0.4966 -2.7852 4.1085 -0.16 0.16 0.55
H -1.7306 -1.6324 5.9847 0.13 0.09 0.62
H -3.2941 0.2382 5.4254 0.43 -0.11 -0.43
H -3.4632 1.0366 3.0612 0.38 -0.89 0.09
H -2.0834 3.3783 -0.2423 -0.26 0.62 0.19
H -0.3476 4.9891 -1.1177 0.59 -0.47 -0.43
H 1.6405 5.2621 -2.6893 0.37 1.16 0.00
H 2.6575 3.3328 -3.9539 -1.34 -0.18 1.23
H 1.5304 1.0639 -3.5289 0.13 -0.19 -0.01
C -2.3041 0.5482 -1.7940 0.48 -1.95 -0.52
H -2.9647 -0.3029 -1.7257 -0.19 0.15 -0.06
H -2.2127 0.9855 -2.7491 -0.41 1.02 -0.87
```
Positions in Å, forces in eV/Å.



Record 7
The following is a quantum chemistry calculation of 7 unconnected molecules or ions with the total composition C62H91N3O5P, from the Open Molecules 2025 dataset.

Calculated values
E_LUMO, eV: -5.09
Multiplicity: 1
Gap between HOMO and LUMO, eV: 5.65
Charge: +1

The geometry in XYZ format:
```
162
Properties=species:S:1:pos:R:3:forces:R:3
C -0.9816 3.8228 -6.2596 1.00 -0.76 -0.69
C 0.1884 4.8068 -5.6696 0.36 0.43 -0.28
C -0.1302 5.4763 -4.2092 0.28 0.81 0.08
C -1.5312 5.0015 -3.5073 -0.19 1.88 -0.41
O -1.5908 3.5885 -3.1084 1.36 1.13 1.33
C -0.5188 3.2175 -2.1732 0.68 -0.58 -0.36
C 0.4940 2.2016 -3.0196 0.71 1.44 0.90
N 0.1740 0.7350 -2.8400 -0.43 1.67 3.60
C -1.1690 0.3453 -3.4150 -2.66 -2.13 -0.31
C -1.3733 -1.3146 -3.3806 -0.68 0.89 -0.58
C -2.1699 -1.8412 -2.0480 -0.03 0.12 0.98
C -1.6853 -3.2991 -1.4764 -1.31 -0.55 0.09
C -1.0314 -4.3040 -2.5946 0.29 -1.12 1.32
C 0.5953 -4.3830 -2.3465 0.54 -0.45 -0.53
C 1.5069 -3.9694 -3.6457 1.00 -0.38 -0.13
C 2.9169 -3.1898 -3.2444 0.69 -0.43 -0.27
C 3.3500 -2.0163 -4.3091 0.74 -0.19 -0.78
C 4.1585 -0.7509 -3.6291 -0.49 0.11 -0.04
O 5.2239 -0.1912 -4.5151 -0.05 -0.18 2.53
C 6.1447 0.6042 -3.6504 -0.16 0.15 0.48
C 0.2812 0.4737 -1.3544 -0.93 0.76 0.26
N 0.9236 -0.6854 -0.9528 0.80 0.57 -0.23
N -0.2055 1.3970 -0.2587 1.81 -0.38 -5.12
C -1.1112 2.4974 -0.7844 -0.72 1.61 -0.13
C -1.2192 3.6105 0.4599 -0.83 -1.60 0.00
C -1.5933 2.7390 1.8359 -0.88 0.49 0.01
C -0.2991 2.4916 2.8182 -0.07 1.09 -0.57
P 0.0566 0.6554 3.2269 -0.08 -2.89 5.05
O 0.2131 0.3972 4.8110 -0.07 1.40 -6.10
O -1.2528 -0.4393 2.7333 3.43 0.87 0.00
C -0.7425 -1.8381 2.8541 0.67 -1.99 0.46
C -1.9114 -2.9790 2.6768 0.67 -0.47 -0.32
O 1.4534 0.1626 2.3089 -2.13 1.47 2.07
C 2.7104 0.3724 3.0434 2.46 -0.22 -0.41
C 3.4515 -1.0892 3.2794 0.08 -0.06 -0.25
H -2.0508 4.2998 -6.2671 2.17 -0.95 0.18
H -0.6907 3.5861 -7.3821 -0.69 0.52 2.27
H -0.9729 2.7632 -5.7101 -0.31 2.47 -1.06
H 1.2558 4.2853 -5.5750 -2.46 0.77 -0.45
H 0.3520 5.6824 -6.4627 -0.40 -1.91 1.79
H 0.8100 5.3327 -3.4883 -2.13 0.21 -1.48
H -0.1867 6.6553 -4.3880 -0.13 -2.56 0.63
H -1.7737 5.7045 -2.5748 0.67 -1.54 -1.81
H -2.3977 5.2200 -4.2892 1.79 -0.89 1.79
H 0.1349 4.1191 -1.7885 -1.45 -1.50 -1.04
H 0.5515 2.4835 -4.1628 -0.36 -0.63 2.43
H 1.5692 2.3724 -2.5544 -2.01 -0.46 -1.12
H -2.0929 0.7670 -2.7906 2.13 -0.50 -1.35
H -1.3394 0.6850 -4.5356 1.07 -0.37 2.47
H -2.0895 -1.5451 -4.3067 1.88 0.32 1.90
H -0.3055 -1.7705 -3.5353 -2.21 0.59 0.36
H -2.0342 -1.0705 -1.1466 -0.27 -1.37 -1.86
H -3.3509 -1.9076 -2.2051 2.72 0.34 0.00
H -0.9929 -3.1939 -0.5096 -1.29 -0.24 -2.20
H -2.6705 -3.8412 -1.0753 2.15 1.29 -0.72
H -1.4469 -5.3958 -2.3483 0.82 2.44 -0.62
H -1.3435 -4.0872 -3.7023 0.74 -0.12 2.20
H 0.8916 -5.5058 -2.0741 -0.68 2.54 -0.45
H 0.9177 -3.7167 -1.4248 -0.75 -1.28 -1.84
H 0.9571 -3.3136 -4.4444 0.75 -1.26 1.63
H 1.8365 -4.9839 -4.1815 -0.87 2.34 0.99
H 3.7761 -4.0135 -3.2751 -1.78 1.89 0.34
H 2.9093 -2.7388 -2.1574 -0.24 -0.93 -1.98
H 4.0970 -2.4997 -5.1015 -1.64 1.14 1.67
H 2.4115 -1.6601 -4.9104 1.76 -0.48 1.20
H 3.4154 0.1536 -3.3969 1.33 -1.88 -0.32
H 4.6249 -1.1186 -2.6208 -0.68 0.65 -1.76
H 6.9921 1.1510 -4.2607 -2.08 -1.22 0.94
H 6.6768 -0.0715 -2.8531 -1.06 1.10 -1.52
H 5.4697 1.3692 -3.0712 1.48 -1.11 -1.02
H 0.4383 -1.5530 -0.6350 0.50 1.45 0.21
H 1.9860 -0.6688 -1.0002 -2.07 -0.49 -0.57
H 0.6492 1.8842 0.1466 -1.08 -1.48 0.13
H -2.1838 2.0741 -1.0114 2.19 0.72 0.57
H -2.1329 4.3206 0.2359 2.21 -1.26 0.34
H -0.1975 4.1752 0.5998 -2.06 -0.94 -0.39
H -2.1181 1.7156 1.5388 1.23 2.18 0.60
H -2.4234 3.3512 2.4352 1.95 -1.37 -1.25
H 0.6893 2.9167 2.3104 -1.98 -1.02 1.04
H -0.4397 3.1334 3.8136 0.38 -1.94 -2.00
H 0.1097 -2.0683 2.0595 -1.83 0.86 1.47
H -0.2486 -2.0316 3.9183 -1.06 0.81 -2.22
H -2.2233 -3.4343 3.7228 0.35 1.24 -2.29
H -2.8154 -2.6158 2.0266 1.67 -0.59 1.48
H -1.4092 -3.8815 2.0791 -1.08 1.94 1.28
H 3.4284 0.9811 2.3109 -1.67 -1.21 1.43
H 2.6192 1.0218 4.0126 -0.18 -1.56 -1.74
H 3.3438 -1.4909 4.3752 0.17 0.90 -2.16
H 4.5891 -0.9733 3.0013 -2.22 -0.25 0.77
H 3.0244 -1.9234 2.5408 0.72 2.01 1.56
C -4.5846 3.6128 -0.8889 -0.15 -0.03 0.16
C -5.4687 2.7127 -1.4830 -0.01 0.02 0.15
C -6.6905 2.4288 -0.8735 0.08 0.09 0.07
C -7.0327 3.0532 0.3263 0.20 0.03 -0.11
C -6.1502 3.9561 0.9184 0.03 -0.07 -0.05
C -4.9244 4.2330 0.3137 -0.13 -0.21 -0.11
H -3.6311 3.8312 -1.3624 -0.16 0.01 -0.07
H -5.2049 2.2314 -2.4214 -0.04 0.08 0.10
H -7.3763 1.7223 -1.3333 0.09 0.10 0.08
H -7.9869 2.8358 0.7989 0.14 0.04 -0.09
H -6.4177 4.4439 1.8526 0.06 -0.05 -0.21
H -4.2347 4.9323 0.7781 -0.13 0.01 -0.01
C -5.0469 6.0828 4.1433 -0.15 0.18 0.07
C -6.3806 5.7220 4.3328 0.05 0.16 0.05
C -7.2779 6.6329 4.8897 0.17 0.07 -0.04
C -6.8431 7.9092 5.2483 0.11 -0.15 -0.08
C -5.5102 8.2711 5.0552 -0.04 -0.14 -0.04
C -4.6108 7.3571 4.5070 -0.18 -0.07 0.00
H -4.3471 5.3715 3.7125 -0.08 0.06 0.06
H -6.7208 4.7298 4.0471 0.04 0.13 0.12
H -8.3154 6.3492 5.0434 0.15 0.04 -0.03
H -7.5433 8.6208 5.6777 0.11 -0.11 -0.06
H -5.1719 9.2663 5.3332 -0.05 -0.17 -0.04
H -3.5713 7.6376 4.3618 -0.14 -0.02 0.03
C 6.5371 -4.6029 2.5151 0.11 0.13 0.01
C 6.2575 -3.4475 1.7860 0.15 -0.01 0.11
C 7.1582 -2.3829 1.7925 0.06 -0.18 0.12
C 8.3443 -2.4777 2.5209 -0.14 -0.12 -0.02
C 8.6256 -3.6346 3.2471 -0.13 0.02 -0.07
C 7.7205 -4.6957 3.2480 -0.05 0.16 -0.12
H 5.8333 -5.4311 2.5126 0.11 0.12 0.00
H 5.3365 -3.3764 1.2128 0.11 -0.02 0.07
H 6.9370 -1.4801 1.2296 0.04 -0.09 0.04
H 9.0487 -1.6500 2.5222 -0.09 -0.12 0.01
H 9.5507 -3.7090 3.8134 -0.16 0.02 -0.09
H 7.9374 -5.5947 3.8183 -0.03 0.13 -0.09
C -9.5467 -2.2377 1.1790 0.16 0.08 -0.02
C -8.5732 -2.8955 0.4277 0.02 0.13 0.05
C -7.3204 -2.3112 0.2435 -0.13 0.14 0.14
C -7.0376 -1.0724 0.8195 -0.17 -0.11 -0.01
C -8.0098 -0.4163 1.5739 -0.05 -0.13 -0.07
C -9.2658 -0.9964 1.7504 0.14 -0.10 -0.11
H -10.5241 -2.6918 1.3195 0.16 0.07 -0.02
H -8.7914 -3.8640 -0.0154 0.03 0.16 0.07
H -6.5644 -2.8209 -0.3476 -0.10 0.04 0.08
H -6.0597 -0.6192 0.6801 -0.12 -0.02 0.02
H -7.7887 0.5483 2.0241 -0.02 -0.16 -0.06
H -10.0248 -0.4825 2.3336 0.11 -0.08 -0.07
C 9.6340 -0.2834 -2.1620 0.15 0.15 0.02
C 10.0344 0.0483 -0.8680 0.07 0.07 -0.13
C 11.1181 0.9034 -0.6702 -0.06 -0.02 -0.19
C 11.7958 1.4352 -1.7677 -0.15 -0.12 0.00
C 11.3929 1.1064 -3.0617 -0.07 -0.05 0.12
C 10.3150 0.2439 -3.2594 0.01 0.06 0.18
H 8.7915 -0.9526 -2.3157 0.15 0.04 0.02
H 9.5020 -0.3607 -0.0130 0.09 0.02 -0.12
H 11.4341 1.1564 0.3382 -0.04 -0.03 -0.14
H 12.6373 2.1056 -1.6138 -0.12 -0.11 -0.03
H 11.9201 1.5222 -3.9169 -0.08 -0.08 0.14
H 10.0049 -0.0164 -4.2676 0.05 0.02 0.12
C -0.8583 -6.6920 3.8724 -0.14 -0.11 0.15
C -1.2245 -7.9805 3.4844 -0.03 0.06 0.13
C -1.9653 -8.7859 4.3489 0.03 0.19 0.07
C -2.3488 -8.2985 5.5987 0.11 0.10 -0.14
C -1.9859 -7.0086 5.9851 0.04 -0.05 -0.12
C -1.2370 -6.2067 5.1242 -0.07 -0.18 -0.10
H -0.2780 -6.0659 3.1997 -0.05 -0.09 0.09
H -0.9314 -8.3577 2.5078 -0.03 0.04 0.15
H -2.2447 -9.7922 4.0490 0.04 0.15 0.04
H -2.9304 -8.9243 6.2706 0.09 0.10 -0.10
H -2.2862 -6.6284 6.9584 0.06 -0.06 -0.16
H -0.9497 -5.2038 5.4278 -0.03 -0.12 -0.01
```
Positions in Å, forces in eV/Å.



Number 1: energy -718.953770 Ha, largest force on an atom 0.121 hartree/bohr. Number 2: energy -234.782388 Ha, largest force on an atom 0.078 hartree/bohr. Number 3: energy -457.006665 Ha, largest force on an atom 0.036 hartree/bohr. Number 4: energy -382.254179 Ha, largest force on an atom 0.028 hartree/bohr. Number 5: energy -189.275561 Ha, largest force on an atom 0.020 hartree/bohr. Number 6: energy -2404.489134 Ha, largest force on an atom 0.077 hartree/bohr. Number 7: energy -3298.132912 Ha, largest force on an atom 0.122 hartree/bohr.